# C43H108BeN7O14

A molecular structure, C43H108BeN7O14 at a distorted geometry (ωB97M-V/def2-TZVPD, the OMol25 dataset).

Computed properties:
Energy above the lowest of the compared OMol25 structures with the same formula, charge and spin, eV: 7.321
HOMO energy, eV: -9.5
LUMO energy, eV: -6.5365
HOMO-LUMO gap, eV: 3.0
Total charge: +1
Spin multiplicity: 1

```
173
Properties=species:S:1:pos:R:3:forces:R:3:lowdin_charge:R:1
H -3.7499 1.4204 -6.3275 0.750 0.263 0.475 0.120
H -1.4663 8.2161 6.9656 -0.179 0.962 -0.367 0.087
C 3.0856 -3.8152 -2.4607 -1.052 -1.171 0.545 -0.198
C -0.8676 3.0265 5.5963 2.213 -1.754 0.499 -0.180
H 2.2070 -2.8134 0.0924 -0.189 0.375 0.038 0.089
C -4.4713 3.9217 -0.8713 -0.059 0.770 -1.354 -0.204
C -1.0083 -4.5583 1.8284 0.876 -2.258 1.511 -0.218
H 1.8695 1.1811 5.6718 -0.084 0.030 -0.355 0.089
H -0.2214 -4.3344 2.5615 -0.528 1.186 0.552 0.085
O 3.0214 0.1255 4.2154 1.120 -0.115 -0.841 -0.281
C -2.5800 0.1659 -4.8678 -0.993 1.597 0.948 -0.228
H -7.1636 -0.6305 -2.4226 -0.330 -0.314 0.017 0.069
H -3.2703 -7.3677 3.5419 0.274 0.009 -0.457 0.126
H -2.3127 -1.5744 -3.0285 0.314 -0.132 0.763 0.088
H -3.9927 5.1708 0.7923 0.013 0.072 0.246 0.127
H -7.2201 -1.2930 -5.7935 0.399 0.312 -0.404 0.116
H 10.5683 7.2474 -5.7908 -0.243 0.560 0.306 0.088
H -0.2815 -5.0460 1.1649 -0.641 -0.445 -0.800 0.124
H -4.4283 4.6369 -1.6986 0.551 0.833 0.636 0.118
H -6.3603 1.3799 -1.2870 0.261 -0.039 -0.422 0.108
H -5.5429 3.9588 -0.6770 0.112 -0.628 0.620 0.114
O -6.2930 1.9597 0.6224 0.008 0.262 1.455 -0.229
O -2.1199 -2.3879 1.8824 -1.495 -0.064 1.451 -0.188
H -5.6041 0.2872 -6.3269 0.099 -0.149 -0.184 0.112
H 2.8841 -3.8883 4.5843 0.331 -0.054 -0.201 0.093
H 3.2251 -1.9161 -1.0578 0.225 0.336 0.448 0.084
C -4.9847 -1.5893 -5.7248 -2.541 1.139 -2.729 -0.179
C 2.5568 -2.1153 3.3718 0.155 0.453 -0.233 -0.383
H -0.6270 6.3181 7.9676 -0.061 -0.484 0.578 0.119
N -1.8953 -5.5387 2.4455 -0.262 -0.319 -1.486 -0.058
H -3.0830 2.7539 -1.7307 0.036 0.307 -0.326 0.096
H -0.6654 -2.8612 0.7952 0.195 -0.710 -1.478 0.113
H 3.7706 -2.7511 2.0162 0.694 0.299 -0.504 0.037
H 4.4823 -2.5907 3.4301 0.682 0.265 -0.105 0.101
C 0.3471 4.6688 6.9218 -0.532 0.715 0.969 -0.220
H -1.9341 1.0428 -4.7605 0.136 0.086 -0.060 0.120
H 2.1471 -3.2573 -2.5143 0.042 0.174 -0.550 0.118
H -1.6312 8.2971 5.1073 0.459 0.016 0.150 0.091
H 2.1942 -5.8010 -2.2783 -0.179 0.300 0.061 0.117
N -4.8822 -0.1362 -5.7659 1.300 0.043 1.480 -0.093
H 2.9835 -1.6081 5.4572 0.867 0.059 -0.241 0.140
O 5.5937 2.5806 -1.8558 -0.589 -0.032 -1.095 -0.209
H -3.5528 3.5023 1.0775 0.733 -0.177 -0.174 0.080
C 1.1718 -7.5700 -4.3419 1.095 0.594 0.626 -0.229
H -7.5264 0.6171 1.5815 -0.259 0.106 0.402 0.085
C -1.5600 -3.4275 1.0914 0.659 2.633 -0.117 -0.216
N 2.4015 -5.3304 -4.3339 -0.056 0.474 0.038 -0.067
H -0.3647 1.4322 1.1634 -0.248 -0.327 -0.364 0.072
C -1.3736 -1.4052 -3.5664 -0.962 0.134 0.318 -0.105
C -1.4571 -6.1263 3.6684 -0.133 0.390 0.840 -0.225
O -1.7964 -0.9945 -4.8337 0.312 -0.511 -1.695 -0.188
H 1.2382 -3.7275 4.1387 -0.151 0.262 -0.296 0.081
H 3.7439 3.3158 -1.6110 -0.370 -0.196 -0.168 0.082
H 7.3401 1.9524 -2.6089 0.351 0.253 -0.019 0.117
H -3.8154 0.7353 -1.2441 -0.056 -0.335 0.235 0.100
C 0.9917 0.0771 -0.9541 0.054 -1.261 -0.686 -0.061
C 9.1097 6.3771 -3.5159 1.171 -0.569 1.021 -0.262
C -2.6676 -1.3476 1.1130 -0.305 0.036 -0.739 -0.129
C 2.5333 -1.1735 4.5584 -1.288 0.827 0.362 -0.172
H 0.1045 4.6842 4.9785 0.222 0.101 -0.155 0.099
H 6.3867 2.7989 -3.8259 -0.482 -0.292 0.052 0.118
H 2.2843 -6.7330 -5.9999 -0.333 0.820 -0.024 0.107
H 4.4527 3.7290 -3.1658 -0.042 -0.001 -0.071 0.085
H -3.2377 -0.6023 1.6677 0.510 -0.168 0.793 0.084
H 1.5370 -7.9041 -3.3696 -0.367 -0.175 0.105 0.116
H 8.0563 6.6616 -3.4370 -0.300 -0.328 -1.131 0.109
H -4.1700 -2.1244 -5.2461 -0.293 0.218 0.510 0.123
C -3.3983 3.2384 3.7152 -1.273 -1.045 0.243 -0.136
C 2.8841 1.0677 5.2943 1.566 0.075 -0.312 -0.049
H 6.9051 4.9769 -3.0357 -0.023 -0.100 -0.309 0.099
H 0.7864 1.3266 2.3586 0.822 -0.381 -0.051 0.053
H -1.3704 5.5209 1.3027 0.288 0.193 -0.081 0.091
H 3.8548 2.0687 -2.9193 -0.026 -0.062 0.058 0.084
H 1.5956 1.8466 -0.1349 0.010 0.335 0.299 0.123
H -2.2546 -3.6804 0.2879 0.251 -0.214 -0.161 0.138
H -0.4029 2.1214 6.0098 -0.259 -0.369 0.194 0.097
H 7.1413 4.3970 -1.4091 -0.060 -0.078 0.068 0.114
H 0.3515 3.9678 7.7610 -0.413 -0.139 -0.008 0.118
H -1.2299 -5.2855 4.3399 0.031 -0.290 0.674 0.115
C 3.2023 -2.7620 -0.3693 -1.011 -0.074 -0.253 -0.118
C 0.5025 0.8233 1.4349 -0.386 0.230 -0.716 -0.047
H 1.9885 -1.7808 2.5019 -0.855 0.220 0.609 0.128
C -3.5522 0.3873 -6.0430 0.042 -1.019 -0.830 -0.194
C -1.2107 4.7713 0.5265 -1.180 -1.829 0.826 -0.086
C 2.2467 -3.5622 3.7596 -0.110 0.373 0.172 -0.030
H -0.7494 -0.6738 -3.0448 -0.095 0.248 -0.055 0.062
H -3.7244 2.4833 2.9915 -0.149 0.146 -0.290 0.077
Be 4.4820 0.3589 2.3018 -4.460 -1.727 -0.899 1.034
H -0.2393 4.8177 0.0386 -0.389 0.610 -0.606 0.084
H -0.2200 2.5825 3.6213 -0.048 0.331 -0.105 0.097
H -6.6245 -2.9382 -5.6969 -0.227 -0.142 0.383 0.115
H -1.8821 -0.8372 0.5481 0.039 0.111 -0.136 0.067
O -6.5863 -1.8533 -3.9194 -0.420 -0.571 -0.734 -0.189
H -1.6461 3.2199 6.3352 -0.626 0.423 -0.720 0.113
C 9.4235 5.3788 -2.4206 0.919 -0.365 -0.254 -0.222
H 9.2061 5.8442 -1.4565 -0.555 -0.445 0.158 0.118
C 0.2896 -8.4134 -6.3041 -1.582 -2.649 -1.020 -0.138
C 4.3343 2.9233 -2.4393 0.349 0.373 0.735 -0.098
H -2.8727 -5.3101 2.5505 0.133 0.607 -0.346 0.121
H -3.9800 -6.8925 7.1189 0.032 0.429 -0.055 0.083
H 1.5487 -0.8950 4.9474 -0.574 -0.881 -0.489 0.140
O 9.6481 5.7634 -4.6823 -1.179 1.134 -0.528 -0.186
N -4.0878 2.7098 -1.5957 -0.475 -0.967 2.184 -0.040
H -8.1506 1.3754 0.1306 -0.677 0.143 0.221 0.083
H 10.5107 5.2822 -2.3962 0.043 -0.235 -0.144 0.116
H 3.5696 0.7694 6.0908 -0.271 -0.133 0.267 0.100
H 2.4072 -4.1736 2.8713 -0.089 -0.300 0.184 0.091
H 3.3271 1.9708 4.8782 -0.638 0.362 0.224 0.095
C -4.2606 1.5610 -0.6817 -1.106 -1.446 -0.952 -0.196
C -2.5518 -7.0016 4.2814 -0.105 -0.020 0.078 -0.224
C -1.6394 7.7026 6.0153 -0.237 -1.353 1.693 -0.091
C 2.8733 -5.2642 -2.9401 0.226 -0.068 -0.369 -0.204
C -7.0903 -0.6106 -3.5129 0.545 0.187 1.214 -0.138
H 0.1731 -0.2028 1.6043 -0.053 0.027 0.339 0.068
H 1.6985 -0.1272 -1.7620 0.511 0.942 0.126 0.077
H 3.9070 -3.3215 -2.9846 -0.091 0.132 -0.148 0.130
C 2.3082 -6.6842 -4.9117 0.782 -0.658 0.672 -0.198
O -2.3449 4.6646 -0.3280 0.619 0.067 -0.201 -0.199
H -3.7485 1.5948 0.2838 0.109 0.334 0.089 0.092
O -2.0524 3.5342 3.5193 0.679 0.682 0.038 -0.197
H 9.0375 3.5647 -3.4487 0.432 0.545 -0.236 0.100
C 6.6624 2.7917 -2.7694 0.767 0.837 0.665 -0.217
H -8.0847 -0.4144 -3.9200 0.095 0.258 -0.195 0.091
N 3.9195 -2.0754 2.7549 0.246 0.483 1.044 0.063
H -0.7666 -8.2319 -6.0870 0.053 0.823 -0.087 0.093
H 0.2203 -9.3720 -6.8311 0.037 -0.196 0.121 0.089
H 9.6343 7.3065 -3.2708 0.277 0.071 -0.173 0.123
H -3.4333 -1.6847 0.4065 0.207 -0.459 -0.272 0.087
H 0.2685 -6.9736 -4.1864 -0.191 -0.033 -0.189 0.123
H -8.0626 2.3717 1.6439 0.134 -0.077 0.034 0.088
H 3.1388 -4.8363 -4.8232 -0.289 0.015 -0.587 0.102
H -5.0150 -1.8723 -6.7886 0.756 -0.701 -0.155 0.112
C -6.4435 -1.9187 -5.3507 1.315 -0.955 1.719 -0.194
H -0.8084 -2.3353 -3.6127 -0.106 -0.008 -0.410 0.089
H 0.1590 0.6290 -1.3908 0.017 0.155 0.144 0.077
H -3.2955 0.2029 -4.0367 0.314 -0.196 0.536 0.110
H 0.6531 -0.9593 -0.8527 -0.326 0.064 1.034 0.061
O -3.2942 -6.2494 5.2255 0.650 -0.129 0.783 -0.203
C -7.6136 1.5731 1.0621 1.393 -0.582 -1.591 -0.065
H -6.3422 0.1693 -3.6731 -0.375 0.284 -0.611 0.075
N 0.2936 3.9666 5.6738 -1.024 -0.014 -1.269 -0.064
H 3.2600 -7.1774 -4.6807 0.004 -0.480 0.049 0.113
O 3.3864 -3.9458 -1.0785 0.934 -0.472 0.091 -0.191
H -2.6252 7.2432 6.1420 -0.224 0.079 -0.331 0.082
H -5.8921 0.0838 -0.2623 0.343 -0.105 0.588 0.112
O -0.6626 6.6710 6.0230 0.104 -1.128 -1.197 -0.222
H 0.6826 -7.8195 -7.1316 0.583 0.931 0.905 0.087
C -0.7960 5.7017 7.0787 1.072 1.481 0.244 -0.199
H 1.3024 5.1785 7.0609 -0.015 0.213 -0.460 0.116
H 8.7299 7.3167 -5.6547 0.181 0.314 -0.417 0.086
N 8.8276 4.0402 -2.5823 -1.620 0.995 0.885 -0.050
C 9.6214 6.7035 -5.7732 0.529 -0.870 0.205 -0.084
H -5.1679 -6.6204 5.7613 -0.315 -0.353 0.578 0.088
H 9.6340 6.1691 -6.7234 -0.446 -0.211 0.113 0.083
H 3.9055 -2.6598 0.4494 0.542 0.037 -0.660 0.054
H -1.7932 5.2673 7.1713 -0.119 -0.054 -0.434 0.112
H -3.6848 2.7745 4.6664 0.732 0.029 0.417 0.090
O 2.8061 0.4213 0.6479 2.160 -1.465 1.147 -0.249
H -1.6371 1.6295 4.0038 0.202 -0.294 0.660 0.124
C 7.3424 4.1616 -2.4553 0.894 -1.343 0.358 -0.189
H -4.1157 -8.0712 5.8456 -0.137 -0.027 -0.159 0.082
O 0.9487 -8.7329 -5.1068 0.718 1.304 -0.249 -0.163
C -5.7516 1.1603 -0.4020 0.121 0.987 -1.074 -0.223
H -1.2258 3.7816 0.9980 0.573 0.181 0.734 0.059
C 1.5149 0.8342 0.2755 0.273 1.291 0.845 -0.524
H -4.0764 4.0909 3.6841 0.523 0.372 -0.519 0.097
C -4.1914 -7.0028 6.0560 0.206 0.129 -1.088 -0.083
H -2.0750 -7.8975 4.6884 -0.123 0.053 0.528 0.117
C -3.5623 4.2836 0.3186 -0.950 1.316 -1.592 -0.192
H -3.0867 -0.0832 -6.9199 -0.049 -0.099 -0.278 0.115
H -0.5332 -6.7083 3.6171 -0.021 -0.054 -0.613 0.116
C -1.1712 2.6071 4.1518 -1.116 0.987 0.322 -0.192
H 3.8539 -5.7354 -2.8030 0.094 -0.344 -0.101 0.120
```
Positions in Å, forces in eV/Å.